Formula: C6H11N
Source: OMol25
Level of theory: ωB97M-V/def2-TZVPD

The value obtained for the energy is -7885.9366 eV. The calculation puts the energy above the lowest of the compared OMol25 structures with the same formula, charge and spin at 2.5284 eV. As for the spin multiplicity: 2. The value obtained for the frontier orbital gap (alpha / beta) is 0.1949 / 0.1897 hartree. Its expectation value of S² is 0.76. The value obtained for the HOMO energy (alpha / beta) is -0.97 / -0.87 eV. As for the total charge: -1.

Geometry (Å):
C (-2.186, 0.826, 1.379)
N (-2.216, 1.059, -0.055)
C (-1.766, -0.116, -0.868)
C (-0.600, -0.923, -0.448)
C (0.637, -0.275, -0.501)
C (1.928, -0.729, -0.203)
C (3.147, 0.190, -0.268)
H (-2.404, -0.240, 1.597)
H (-2.959, 1.405, 1.904)
H (-1.206, 1.190, 1.729)
H (-2.716, -0.407, -0.343)
H (-1.905, 0.016, -1.948)
H (-0.677, -2.023, -0.409)
H (0.479, 0.807, -0.608)
H (1.981, -1.809, -0.043)
H (3.485, 0.159, -1.338)
H (3.017, 1.190, 0.147)
H (3.959, -0.319, 0.277)

Just the natural (NBO) charges please, in e? Sure, here they are: -0.48, -0.38, -0.27, -0.56, -0.17, -0.48, -0.62, 0.17, 0.16, 0.21, 0.23, 0.16, 0.17, 0.16, 0.17, 0.17, 0.19, 0.18


Formula: C25H30N4O
Source: OMol25
Level of theory: ωB97M-V/def2-TZVPD

The value obtained for the energy is -34421.1431 eV. The calculation puts the energy above the lowest of the compared OMol25 structures with the same formula, charge and spin at 0.3521 eV. As for the spin multiplicity: 1. The value obtained for the frontier orbital gap is 0.2988 hartree. The value obtained for the HOMO energy is -8.25 eV.

Geometry (Å):
C (-7.669, -0.707, -0.369)
C (-6.548, -1.509, -1.033)
C (-5.208, -0.982, -0.604)
N (-4.915, 0.218, -1.038)
C (-3.746, 0.779, -0.670)
C (-3.411, 2.077, -1.103)
C (-2.225, 2.634, -0.717)
C (-1.320, 1.922, 0.098)
C (-0.073, 2.617, 0.559)
O (-0.128, 3.537, 1.355)
N (1.092, 2.178, 0.035)
C (1.255, 1.103, -0.913)
C (2.127, 0.005, -0.296)
N (3.395, 0.581, 0.108)
C (4.449, -0.341, 0.308)
C (4.898, -0.678, 1.582)
C (5.934, -1.577, 1.742)
C (6.521, -2.158, 0.635)
C (6.102, -1.822, -0.646)
C (6.767, -2.450, -1.835)
C (5.075, -0.893, -0.817)
C (4.672, -0.464, -2.197)
C (3.190, 1.599, 1.118)
C (2.351, 2.719, 0.499)
C (-1.628, 0.660, 0.541)
C (-2.846, 0.065, 0.163)
N (-3.150, -1.181, 0.578)
C (-4.295, -1.706, 0.221)
C (-4.562, -3.089, 0.741)
C (-5.501, -3.057, 1.947)
H (-7.623, -0.800, 0.714)
H (-8.639, -1.065, -0.706)
H (-7.571, 0.343, -0.627)
H (-6.628, -1.385, -2.115)
H (-6.651, -2.566, -0.795)
H (-4.112, 2.607, -1.728)
H (-1.960, 3.634, -1.026)
H (0.284, 0.704, -1.205)
H (1.760, 1.500, -1.804)
H (2.298, -0.789, -1.022)
H (1.595, -0.429, 0.570)
H (4.429, -0.246, 2.452)
H (6.274, -1.835, 2.734)
H (7.320, -2.874, 0.763)
H (7.329, -1.705, -2.399)
H (6.030, -2.889, -2.505)
H (7.457, -3.228, -1.519)
H (5.554, -0.292, -2.810)
H (4.097, 0.457, -2.147)
H (4.070, -1.228, -2.691)
H (4.159, 1.993, 1.427)
H (2.658, 1.214, 2.004)
H (2.131, 3.496, 1.233)
H (2.890, 3.155, -0.349)
H (-0.964, 0.105, 1.186)
H (-4.983, -3.718, -0.046)
H (-3.603, -3.511, 1.047)
H (-5.635, -4.062, 2.342)
H (-6.476, -2.661, 1.676)
H (-5.080, -2.431, 2.730)

Just the natural (NBO) charges please, in e? Sure, here they are: -0.59, -0.44, 0.20, -0.39, 0.10, -0.18, -0.19, -0.11, 0.67, -0.62, -0.43, -0.22, -0.22, -0.47, 0.17, -0.26, -0.20, -0.25, 0.09, -0.65, -0.06, -0.65, -0.22, -0.23, -0.20, 0.18, -0.41, 0.21, -0.44, -0.60, 0.20, 0.21, 0.22, 0.23, 0.21, 0.23, 0.23, 0.23, 0.19, 0.22, 0.17, 0.21, 0.21, 0.21, 0.22, 0.22, 0.22, 0.22, 0.23, 0.21, 0.22, 0.17, 0.25, 0.20, 0.22, 0.21, 0.23, 0.21, 0.20, 0.21


Formula: C4H9NO3
Source: OMol25
Level of theory: ωB97M-V/def2-TZVPD

The value obtained for the energy is -11924.2456 eV. The calculation puts the energy above the lowest of the compared OMol25 structures with the same formula, charge and spin at 3.2959 eV. As for the spin multiplicity: 1. The value obtained for the frontier orbital gap is 0.3308 hartree. The value obtained for the HOMO energy is -8.60 eV.

Geometry (Å):
C (-0.781, 0.189, -0.174)
C (0.131, -0.916, -0.564)
C (-0.720, 1.530, -0.820)
N (0.304, 0.379, 1.439)
C (1.085, -0.984, 0.754)
O (-2.020, -0.157, 0.205)
O (0.923, -0.627, -1.676)
O (2.322, -0.953, 0.486)
H (-2.125, -1.120, 0.128)
H (1.843, -0.707, -1.313)
H (-0.387, -1.877, -0.685)
H (0.865, 1.226, 1.374)
H (-0.007, 0.210, 2.392)
H (0.702, -1.761, 1.450)
H (0.315, 1.833, -0.965)
H (-1.256, 2.270, -0.225)
H (-1.194, 1.464, -1.806)

Just the natural (NBO) charges please, in e? Sure, here they are: 0.60, -0.08, -0.68, -0.81, 0.35, -0.66, -0.72, -0.77, 0.49, 0.51, 0.16, 0.39, 0.39, 0.10, 0.25, 0.23, 0.25


Formula: C2H2N2O2
Source: OMol25
Level of theory: ωB97M-V/def2-TZVPD

The value obtained for the energy is -9178.3282 eV. The calculation puts the energy above the lowest of the compared OMol25 structures with the same formula, charge and spin at 3.4581 eV. As for the spin multiplicity: 1. The value obtained for the frontier orbital gap is 0.3858 hartree. The value obtained for the HOMO energy is -10.63 eV.

Geometry (Å):
O (-2.004, -0.991, 0.328)
C (-1.056, -0.294, -0.107)
N (-0.403, 0.581, 0.848)
C (0.813, 0.907, 0.532)
O (1.229, 0.098, -0.553)
N (-0.049, -0.414, -1.127)
H (1.421, 1.489, 1.309)
H (0.050, -1.377, -1.230)

Just the natural (NBO) charges please, in e? Sure, here they are: -0.53, 0.71, -0.52, 0.36, -0.34, -0.33, 0.25, 0.39


Formula: H10NO3
Source: OMol25
Level of theory: ωB97M-V/def2-TZVPD

The value obtained for the energy is -7789.3399 eV. The calculation puts the energy above the lowest of the compared OMol25 structures with the same formula, charge and spin at 0.3383 eV. As for the spin multiplicity: 1. The value obtained for the frontier orbital gap is 0.4515 hartree. The value obtained for the HOMO energy is -15.43 eV. As for the total charge: +1.

Geometry (Å):
N (0.492, -0.248, 0.689)
H (1.029, -0.950, 0.123)
H (1.000, -0.147, 1.572)
H (0.480, 0.694, 0.248)
H (-0.452, -0.565, 0.898)
H (1.664, -2.744, -1.051)
H (2.935, -1.874, -1.099)
O (1.979, -1.827, -0.978)
H (-3.202, 1.335, 1.190)
H (-2.992, -0.033, 1.781)
O (-2.503, 0.697, 1.383)
H (0.509, 2.165, -1.900)
H (-0.921, 1.861, -1.568)
O (-0.018, 1.635, -1.287)

Just the natural (NBO) charges please, in e? Sure, here they are: -0.90, 0.47, 0.43, 0.48, 0.45, 0.50, 0.51, -0.96, 0.49, 0.48, -0.97, 0.50, 0.50, -0.97


Formula: C30H30N7O2PdSe
Source: OMol25
Level of theory: ωB97M-V/def2-TZVPD

The value obtained for the energy is -114944.1538 eV. The calculation puts the energy above the lowest of the compared OMol25 structures with the same formula, charge and spin at 1.2935 eV. As for the spin multiplicity: 1. The value obtained for the frontier orbital gap (alpha / beta) is 0.2452 / 0.2452 hartree. The value obtained for the HOMO energy (alpha / beta) is -10.27 / -10.27 eV. As for the total charge: +1.

Geometry (Å):
Pd (-0.327, -0.935, 0.172)
C (4.324, -1.614, 2.957)
C (3.522, -0.772, 3.713)
C (2.174, -0.636, 3.411)
C (1.619, -1.350, 2.358)
C (2.420, -2.197, 1.605)
C (3.768, -2.325, 1.901)
N (0.215, -1.196, 2.062)
C (-0.584, -2.164, 2.693)
C (-0.372, -2.600, 4.015)
C (-1.254, -3.481, 4.596)
C (-2.372, -3.975, 3.907)
C (-2.579, -3.594, 2.606)
C (-1.671, -2.711, 2.012)
N (-1.741, -2.324, 0.652)
N (-2.659, -2.767, -0.044)
C (-2.680, -2.170, -1.330)
C (-3.519, -2.744, -2.268)
C (-3.636, -2.115, -3.497)
C (-2.935, -0.938, -3.703)
C (-2.112, -0.455, -2.693)
N (-1.960, -1.068, -1.523)
H (5.376, -1.715, 3.187)
H (3.946, -0.209, 4.534)
H (1.553, 0.043, 3.985)
H (1.985, -2.745, 0.777)
H (4.387, -2.983, 1.305)
H (0.478, -2.236, 4.573)
H (-1.080, -3.798, 5.616)
H (-3.054, -4.657, 4.393)
H (-3.415, -3.966, 2.031)
H (-4.059, -3.645, -2.017)
H (-4.275, -2.527, -4.267)
H (-3.025, -0.384, -4.628)
H (-1.556, 0.462, -2.826)
C (0.143, 4.249, -0.223)
N (-0.293, 3.403, 0.873)
C (0.034, 2.115, 1.062)
Se (1.236, 1.066, 0.076)
N (-0.602, 1.677, 2.158)
C (-1.378, 2.693, 2.695)
C (-2.210, 2.749, 3.803)
C (-2.830, 3.959, 4.053)
C (-2.630, 5.073, 3.227)
C (-1.799, 5.016, 2.122)
C (-1.177, 3.801, 1.878)
H (0.825, 3.675, -0.844)
H (0.655, 5.126, 0.170)
H (-0.719, 4.561, -0.811)
H (-0.481, 0.702, 2.460)
H (-2.362, 1.890, 4.443)
H (-3.485, 4.051, 4.909)
H (-3.136, 5.999, 3.461)
H (-1.648, 5.876, 1.485)
O (0.743, -1.149, -2.225)
C (0.769, -0.304, -3.091)
O (0.111, 0.844, -3.038)
C (1.631, -0.457, -4.336)
N (1.304, 0.601, -5.307)
C (2.543, 1.341, -5.648)
C (3.687, 0.432, -5.215)
C (3.117, -0.248, -3.973)
H (1.469, -1.460, -4.732)
H (0.282, 1.234, -3.940)
H (0.874, 0.215, -6.135)
H (2.569, 2.279, -5.089)
H (2.552, 1.589, -6.708)
H (4.602, 0.984, -5.006)
H (3.904, -0.307, -5.989)
H (3.204, 0.407, -3.102)
H (3.600, -1.191, -3.729)

Just the Löwdin charges please, in e? Sure, here they are: 0.78, -0.08, -0.07, -0.06, -0.37, -0.04, -0.07, -0.13, -0.23, 0.00, -0.05, -0.07, -0.02, -0.19, -0.06, 0.13, -0.30, 0.01, -0.04, -0.03, -0.11, 0.07, 0.11, 0.11, 0.11, 0.11, 0.11, 0.11, 0.11, 0.11, 0.11, 0.12, 0.12, 0.11, 0.09, -0.01, -0.06, -0.64, 0.81, 0.12, -0.17, 0.00, -0.07, -0.07, 0.00, -0.15, 0.05, 0.10, 0.10, 0.11, 0.12, 0.11, 0.11, 0.12, 0.01, -0.55, 0.01, -0.22, -0.03, -0.18, -0.16, -0.11, 0.16, 0.12, 0.12, 0.11, 0.12, 0.12, 0.12, 0.12, 0.12


What did we get for molecular weight? Answer: 97.16 402.54 119.12 86.05 72.08 706.00 g mol⁻¹, in the order shown.